1.
# C2H3BrClF

2 unconnected molecules or ions with the total composition C2H3BrClF at a distorted geometry (ωB97M-V with the def2-TZVPD basis set, the OMol25 dataset).

Output
2S+1: 3
Total charge: 0
<S²>: 2.01
Energy above the lowest of the compared OMol25 structures with the same formula, charge and spin in kcal per mole: 21.4
Frontier orbital gap (alpha / beta) in eV: 6.56 / 8.55
Electronic energy in eV: -87400.101

Cartesian coordinates (Å):
1 C 0.26815 0.95496 -0.95100
2 C 1.48801 0.58521 -0.46384
3 F -0.85671 -2.31820 -0.74446
4 Cl 2.56115 1.98137 -0.09699
5 Br 2.21300 -1.07914 0.00147
6 H -0.05127 2.02105 -1.13700
7 H -0.42436 0.20142 -1.30239
8 H -0.06833 -2.60733 -0.93874

2.
# C2H3BrClNO2

C2H3BrClNO2 in the gas phase at a distorted geometry (ωB97M-V with the def2-TZVPD basis set, the OMol25 dataset).

Output
2S+1: 1
Total charge: 0
Energy above the lowest of the compared OMol25 structures with the same formula, charge and spin in kcal per mole: 16.1
Frontier orbital gap in eV: 10.19
SMILES string: O=[N+]([O-])[C@H](Cl)CBr
Electronic energy in eV: -90269.053

Cartesian coordinates (Å):
1 O 2.84739 0.00899 -1.34587
2 N 1.97411 -0.34881 -0.57464
3 O 2.15659 -1.15118 0.25926
4 C 0.75239 0.29741 -0.67084
5 Cl 0.85741 1.99779 -0.09876
6 C -0.39743 -0.35050 0.16793
7 Br -2.14169 0.44449 -0.32973
8 H 0.58604 0.37234 -1.82089
9 H -0.32943 -1.47499 -0.00248
10 H -0.15702 -0.25445 1.25327

3.
# C2H3BrF2

2 unconnected molecules or ions with the total composition C2H3BrF2 at a distorted geometry (ωB97M-V with the def2-TZVPD basis set, the OMol25 dataset).

Output
2S+1: 1
Total charge: 0
Energy above the lowest of the compared OMol25 structures with the same formula, charge and spin in kcal per mole: 33.0
Frontier orbital gap in eV: 10.72
SMILES string: C=C(F)Br.F
Electronic energy in eV: -77598.738

Cartesian coordinates (Å):
1 C 0.56996 -0.90439 0.66042
2 C 1.68143 -0.23434 0.92315
3 F 2.00729 0.29627 2.10043
4 Br 3.09045 0.24109 -0.34706
5 H 0.21582 -1.13160 -0.24629
6 H 0.13030 -1.42600 1.48286
7 F 0.13634 1.89265 -0.92160
8 H 0.85586 1.34316 -0.93312

4.
# C2H3BrFNO2

C2H3BrFNO2 in the gas phase at a distorted geometry (ωB97M-V with the def2-TZVPD basis set, the OMol25 dataset).

Output
2S+1: 1
Total charge: 0
Energy above the lowest of the compared OMol25 structures with the same formula, charge and spin in kcal per mole: 9.7
Frontier orbital gap in eV: 10.68
SMILES string: C[C@@](F)(Br)[N+](=O)[O-]
Electronic energy in eV: -80463.935

Cartesian coordinates (Å):
1 C 0.73990 0.74234 -0.60005
2 C -0.13835 0.26688 0.45215
3 F 0.52648 0.13123 1.53105
4 Br -1.86054 1.17956 0.93387
5 N -0.65866 -1.29143 0.18030
6 O -0.54088 -2.09616 1.04891
7 O -1.07023 -1.36152 -0.94718
8 H 0.87742 1.84286 -0.68576
9 H 1.77310 0.18548 -0.30919
10 H 0.35176 0.40075 -1.60410

5.
# C2H3BrFNO2

2 unconnected molecules or ions with the total composition C2H3BrFNO2 at a distorted geometry (ωB97M-V with the def2-TZVPD basis set, the OMol25 dataset).

Output
2S+1: 3
Total charge: 0
<S²>: 2.01
Energy above the lowest of the compared OMol25 structures with the same formula, charge and spin in kcal per mole: 43.9
Frontier orbital gap (alpha / beta) in eV: 8.35 / 7.34
Electronic energy in eV: -80459.966

Cartesian coordinates (Å):
1 C 1.04467 0.10513 0.58344
2 C -0.97896 -1.06763 -0.50888
3 N 0.57803 1.26625 0.04578
4 O -0.39868 1.77994 0.61581
5 O 1.05448 1.68847 -0.99969
6 F -0.92420 -2.23892 0.10114
7 Br -2.28470 0.09360 0.04933
8 H 0.75004 -0.15947 1.58229
9 H 1.85705 -0.39073 0.08142
10 H -0.69773 -1.07664 -1.55063

6.
# C2H3BrINO2

C2H3BrINO2 in the gas phase at a distorted geometry (ωB97M-V with the def2-TZVPD basis set, the OMol25 dataset).

Output
2S+1: 1
Total charge: 0
Energy above the lowest of the compared OMol25 structures with the same formula, charge and spin in kcal per mole: 91.0
Frontier orbital gap (alpha / beta) in eV: 5.98 / 7.52
Electronic energy in eV: -85843.297

Cartesian coordinates (Å):
1 C -0.66169 0.67919 1.42938
2 C 0.11662 0.07562 -1.33472
3 N 0.73343 -0.78048 -0.58295
4 O 1.74977 -0.46416 0.07619
5 O 0.27907 -1.92359 -0.52104
6 Br -1.31069 -0.51526 -2.31073
7 I 1.06355 0.39728 2.33698
8 H -1.05856 1.67022 0.92135
9 H -1.46563 -0.16782 1.30813
10 H 0.55414 1.02900 -1.32259

7.
# C2H3BrN2O3

2 unconnected molecules or ions with the total composition C2H3BrN2O3 at a distorted geometry (ωB97M-V with the def2-TZVPD basis set, the OMol25 dataset).

Output
2S+1: 1
Total charge: 0
Energy above the lowest of the compared OMol25 structures with the same formula, charge and spin in kcal per mole: 82.4
Frontier orbital gap in eV: 8.66
SMILES string: O=[N+]([O-])Br.CC#[N+][O-]
Electronic energy in eV: -81280.754

Cartesian coordinates (Å):
1 O 3.93023 -0.48696 1.30700
2 N 4.70534 -0.87726 0.55835
3 O 5.04753 -1.95905 0.20084
4 Br 6.06281 0.57590 -0.07692
5 C -0.11952 -0.09329 -0.07804
6 C 1.15607 -0.35718 -0.70235
7 N 2.26218 -0.34666 -1.08913
8 O 3.39075 -0.51030 -1.44119
9 H -0.81409 -0.87805 -0.23439
10 H 0.12294 0.29436 0.85932
11 H -0.69335 0.75777 -0.72187

8.
# C2H3BrN2O4

2 unconnected molecules or ions with the total composition C2H3BrN2O4 at a distorted geometry (ωB97M-V with the def2-TZVPD basis set, the OMol25 dataset).

Output
2S+1: 3
Total charge: 0
<S²>: 2.01
Energy above the lowest of the compared OMol25 structures with the same formula, charge and spin in kcal per mole: 0.0
Frontier orbital gap (alpha / beta) in eV: 8.53 / 7.34
Electronic energy in eV: -83325.587

Cartesian coordinates (Å):
1 C 0.21176 0.57597 -1.38784
2 C 0.17756 0.42540 0.11794
3 N 1.06912 -0.53738 0.55314
4 N -1.53691 -0.69602 0.89011
5 O 1.76680 -1.05809 -0.27977
6 O -1.80785 -1.74102 0.47738
7 O 1.03102 -0.79247 1.72194
8 O -1.89938 -0.06803 1.83244
9 Br 0.12625 1.88331 1.35324
10 H -0.12898 -0.35822 -1.81482
11 H -0.23040 1.47761 -1.78662
12 H 1.22101 0.88894 -1.67714

9.
# C2H3BrN2S

2 unconnected molecules or ions with the total composition C2H3BrN2S at a distorted geometry (ωB97M-V with the def2-TZVPD basis set, the OMol25 dataset).

Output
2S+1: 1
Total charge: 0
Energy above the lowest of the compared OMol25 structures with the same formula, charge and spin in kcal per mole: 47.5
Frontier orbital gap in eV: 10.02
SMILES string: C=NBr.N#CS
Electronic energy in eV: -85977.928

Cartesian coordinates (Å):
1 C 1.29559 -0.05430 0.51070
2 N 1.44743 1.15910 0.32593
3 Br 3.12243 1.83629 -0.12430
4 H 0.29242 -0.42211 0.78905
5 H 2.09687 -0.83520 0.36923
6 N -2.22367 0.29196 0.56843
7 C -2.70207 1.32123 0.65803
8 S -3.44264 2.68078 0.08649
9 H -4.57902 2.66741 0.76064

10.
# C2H3BrN2S

A molecular structure, C2H3BrN2S at a distorted geometry (ωB97M-V with the def2-TZVPD basis set, the OMol25 dataset).

Output
2S+1: 1
Total charge: 0
Energy above the lowest of the compared OMol25 structures with the same formula, charge and spin in kcal per mole: 71.3
Frontier orbital gap in eV: 8.09
Electronic energy in eV: -85976.896

Cartesian coordinates (Å):
1 C -0.25889 -0.03188 -1.64885
2 C 0.34029 -0.53629 1.84839
3 N -0.54382 1.04614 -1.05016
4 N -0.72701 2.01584 -0.50707
5 S -0.10484 -1.46623 0.62409
6 Br 1.97876 0.38910 1.81394
7 H -0.85775 -0.52415 -2.48644
8 H 0.55896 -0.53617 -1.36482
9 H -0.38569 -0.35635 2.77092